1.
Entry from OMol25: a molecular structure, C40H23CaF15GeN3O6PS2 (the ωB97M-V functional and the def2-TZVPD basis).

ORCA input file:
```
! wB97M-V def2-TZVPD RIJCOSX def2/J DEFGRID3
* xyz -2 1
Ge 2.68 -3.26 -1.83
Ca 0.24 -0.35 0.57
S 1.60 -1.45 -1.86
S 0.79 -2.83 1.85
P -3.25 -0.30 0.77
F 7.14 -1.02 -3.88
F 7.13 -5.70 -3.36
F 8.41 -3.41 -4.11
F 2.13 -6.19 -0.39
F 5.01 -2.90 2.83
F -0.93 -7.04 -5.04
F 4.22 -5.36 3.70
F -1.64 -6.15 -2.57
F 2.79 -6.98 2.07
F 3.12 -4.74 -4.74
F 4.62 -5.58 -2.42
F 1.46 -6.32 -6.10
F 0.03 -4.57 -1.18
F 4.34 -2.09 0.35
F 4.66 -0.89 -2.95
O -0.66 -0.03 2.65
O -4.32 -0.72 -0.41
O -1.20 3.74 -0.65
O -2.22 -1.54 0.55
O -4.17 -0.79 2.03
O 0.26 0.36 4.65
N -1.13 0.31 -1.55
N 0.17 2.02 0.08
N 2.04 0.96 1.75
C -2.57 -2.91 0.77
C -3.76 -0.37 3.34
C -1.67 -0.54 -2.42
C -5.24 0.29 -0.78
C 4.52 -3.24 -2.64
C -0.10 -6.25 -4.34
C -2.49 -0.13 -3.46
C 1.96 -5.07 -4.15
C 6.51 -2.15 -3.52
C -2.76 1.23 -3.59
C 4.30 -3.70 2.03
C 5.21 -2.10 -3.03
C -0.24 -0.38 3.80
C -1.11 -2.06 5.38
C -0.48 -1.84 4.16
C 6.51 -4.52 -3.25
C -0.77 2.57 -0.67
C 3.18 -4.09 -0.10
C 2.83 -5.33 0.38
C 3.17 -5.77 1.64
C 1.82 2.27 1.88
C 0.68 2.89 1.11
C -0.51 -4.21 3.79
C -1.48 -3.33 5.80
C 1.12 -5.89 -4.88
C 7.16 -3.36 -3.63
C -0.13 -2.93 3.34
C 0.42 -4.99 -2.39
C -0.46 -5.80 -3.09
C 3.75 1.07 3.41
C -1.18 -4.41 4.98
C 5.22 -4.43 -2.77
C 3.90 -4.95 2.47
C 2.97 0.37 2.51
C 1.66 -4.61 -2.88
C -2.20 2.11 -2.68
C 3.93 -3.30 0.76
C 3.54 2.43 3.54
C -1.38 1.62 -1.68
C 2.56 3.04 2.77
H -3.24 -1.19 3.84
H -3.30 -3.23 0.02
H -1.43 -1.58 -2.27
H 4.12 3.02 4.24
H -3.00 -3.03 1.77
H -4.66 -0.11 3.89
H -5.56 0.09 -1.81
H 2.36 4.09 2.86
H -2.37 3.18 -2.72
H -6.12 0.28 -0.12
H -3.08 0.48 3.29
H 3.06 -0.70 2.39
H -1.45 -5.42 5.28
H 0.99 3.86 0.71
H -1.65 -3.48 0.70
H -1.31 -1.20 6.01
H -2.91 -0.86 -4.13
H -1.99 -3.48 6.75
H -4.78 1.28 -0.74
H -0.11 3.11 1.84
H -0.25 -5.05 3.16
H 4.49 0.54 4.01
H -3.40 1.58 -4.39
*
```

As for the lowest unoccupied orbital energy: 3.787 eV. Its highest occupied orbital energy is -2.1 eV.


2.
Entry from OMol25: a molecular structure, C40H26Cl4NO5PS2V (the ωB97M-V functional and the def2-TZVPD basis).

ORCA input file:
```
! wB97M-V def2-TZVPD RIJCOSX def2/J DEFGRID3
* xyz -2 2
V -1.04 1.47 -1.16
Cl -4.72 -0.18 4.17
Cl -1.34 4.06 3.92
Cl -3.83 -0.99 1.25
Cl -3.42 2.34 5.51
S -1.36 3.78 -2.33
S -2.97 3.18 -1.31
P 1.13 0.17 1.57
O -0.24 2.98 -1.68
O -1.46 3.33 -3.72
O -1.14 5.20 -2.20
O -1.79 0.80 0.13
O -0.83 2.99 1.17
N -1.73 -0.01 -2.27
C -2.21 1.12 1.34
C 3.34 0.37 -1.97
C 3.73 -0.05 0.74
C -4.88 0.88 -4.06
C -0.99 -1.87 -3.65
C 0.31 -3.17 3.75
C 2.63 0.38 4.04
C -3.56 0.77 3.31
C 0.20 -3.10 -1.50
C 2.82 3.13 3.80
C 2.02 -3.86 2.21
C 2.14 2.39 2.84
C 0.90 0.92 -3.11
C -3.17 0.40 2.03
C -5.67 -0.23 -3.80
C 3.31 1.12 5.00
C -0.30 -3.05 -3.83
C 0.31 -3.68 -2.75
C -1.63 2.34 1.87
C -3.85 -1.17 -2.54
C 4.63 0.12 -1.45
C -0.47 -1.90 -1.32
C 1.24 -1.58 2.17
C 2.17 0.45 -1.11
C -5.14 -1.26 -3.04
C 3.24 0.55 -3.36
C -3.58 0.97 -3.58
C 0.35 -1.89 3.21
C 3.41 2.49 4.88
C 0.88 0.76 -1.73
C 2.45 0.20 0.29
C 2.04 0.81 -3.92
C -1.06 -1.24 -2.40
C 2.04 1.01 2.95
C -2.97 1.90 3.90
C -3.04 -0.05 -2.79
C -2.04 2.65 3.20
C 1.15 -4.16 3.25
C 2.06 -2.58 1.67
C 4.83 -0.09 -0.12
H 3.95 3.07 5.63
H 1.66 2.89 2.01
H -0.30 -1.12 3.60
H -0.01 1.18 -3.64
H 2.68 -4.63 1.83
H 2.57 -0.70 4.15
H 1.95 0.95 -4.99
H -0.23 -3.49 -4.82
H 0.86 -4.60 -2.89
H -5.73 -2.14 -2.83
H 2.74 -2.35 0.86
H 5.82 -0.30 0.27
H -6.68 -0.29 -4.19
H 3.89 -0.25 1.79
H -0.38 -3.39 4.55
H -3.46 -1.98 -1.93
H -1.49 -1.39 -4.49
H 4.14 0.47 -3.96
H -5.27 1.70 -4.66
H -0.57 -1.48 -0.33
H 2.89 4.21 3.70
H 5.46 0.09 -2.14
H -2.96 1.81 -3.85
H 3.78 0.61 5.84
H 0.64 -3.60 -0.64
H 1.12 -5.16 3.66
*
```

As for the lowest unoccupied orbital energy (alpha / beta): 4.106 / 4.106 eV. Its highest occupied orbital energy (alpha / beta) is -2.4 / -2.4 eV.


3.
Entry from OMol25: a molecular structure, C40H27AsF13N7O2SV (the ωB97M-V functional and the def2-TZVPD basis).

ORCA input file:
```
! wB97M-V def2-TZVPD RIJCOSX def2/J DEFGRID3
* xyz -1 3
As -1.52 -2.25 3.68
V 1.06 -0.10 1.18
S 1.13 3.21 -0.58
F -2.58 -3.17 4.67
F 0.39 4.66 3.73
F -1.09 -3.67 2.77
F -1.89 -0.80 4.51
F 3.01 -1.53 6.02
F -3.51 2.31 2.78
F -0.18 -2.52 4.72
F 3.36 -2.70 0.75
F -2.77 -1.94 2.53
F 4.74 -4.11 2.49
F -0.43 -1.31 2.59
F 1.61 -0.09 4.31
F 4.60 -3.57 5.16
O -2.43 -0.25 -0.36
O 1.08 0.71 -3.08
N 0.54 -1.77 -0.01
N -0.43 0.38 -1.34
N 2.24 0.23 -0.50
N 2.53 1.40 2.02
N 3.64 3.38 -1.40
N -1.12 0.24 -3.52
N 3.04 1.30 -0.87
C -3.12 -1.13 -3.05
C 1.30 -2.93 -1.94
C 2.34 -1.10 3.79
C 3.07 -1.81 4.71
C 4.77 2.16 2.40
C -0.75 -3.56 -0.89
C 4.26 3.34 2.94
C -3.21 -3.36 -3.98
C 2.45 -0.85 -1.16
C 3.94 -3.13 2.93
C -0.19 3.55 3.20
C -1.46 1.34 2.16
C 3.86 1.23 1.96
C 3.88 -2.85 4.28
C 2.60 2.61 -0.93
C 3.54 -1.03 -2.17
C -3.15 2.41 -1.90
C -1.57 3.51 3.26
C -1.75 0.06 -1.33
C 2.90 3.53 3.03
C 0.57 2.54 2.63
C -0.07 1.42 2.09
C -5.07 -2.52 -2.71
C -3.86 3.59 -2.06
C 1.43 -1.93 -1.00
C -4.48 -3.55 -3.44
C -4.62 3.80 -3.20
C -4.68 2.81 -4.18
C 2.04 2.53 2.57
C 3.18 -2.36 2.06
C -2.54 -2.16 -3.77
C -0.05 0.48 -2.65
C -4.40 -1.33 -2.52
C 2.33 -1.33 2.42
C -2.35 0.14 -2.75
C -3.97 1.63 -4.01
C -3.19 1.41 -2.88
C -2.17 2.38 2.73
C 0.18 -3.76 -1.88
C -0.53 -2.55 0.05
H 2.49 4.43 3.44
H 4.59 3.10 -1.19
H 3.75 -2.09 -2.29
H -1.09 0.68 -4.42
H 4.47 -0.57 -1.84
H -6.05 -2.66 -2.27
H -2.14 4.30 3.71
H -3.81 4.35 -1.29
H 2.02 -3.03 -2.74
H 3.22 -0.60 -3.12
H -2.01 0.50 1.76
H -4.85 -0.54 -1.92
H -1.64 -4.16 -0.81
H 4.18 0.28 1.54
H -5.00 -4.48 -3.59
H -5.28 2.96 -5.07
H -1.24 -2.34 0.83
H -5.18 4.72 -3.32
H -2.74 -4.16 -4.55
H -2.56 2.26 -1.00
H 0.04 -4.53 -2.62
H 4.94 4.11 3.30
H -1.54 -2.02 -4.17
H -4.03 0.85 -4.77
H 5.83 1.96 2.34
H 3.45 4.37 -1.40
H 3.70 1.07 -1.60
*
```

As for the lowest unoccupied orbital energy (alpha / beta): 1.602 / 1.541 eV. Its highest occupied orbital energy (alpha / beta) is -6.1 / -6.1 eV.


4.
Entry from OMol25: a molecular structure, C40H27Br2CdN4O5Te (the ωB97M-V functional and the def2-TZVPD basis).

ORCA input file:
```
! wB97M-V def2-TZVPD RIJCOSX def2/J DEFGRID3
* xyz -1 1
Te 10.52 9.77 13.44
Cd 16.21 11.16 11.76
Br 12.81 10.57 7.65
Br 15.88 6.08 6.41
O 16.92 13.30 11.53
O 21.98 14.79 8.51
O 15.31 10.93 9.68
O 18.35 10.74 11.07
O 20.73 16.49 7.98
N 16.15 8.62 11.06
N 14.10 12.17 12.40
N 13.94 12.27 13.65
N 20.92 15.42 8.56
C 19.86 14.87 9.34
C 8.55 8.23 15.35
C 8.91 7.23 13.21
C 15.38 7.42 7.65
C 15.94 7.48 8.96
C 15.13 9.79 9.18
C 20.11 13.58 9.84
C 8.40 12.38 10.62
C 7.48 6.11 14.81
C 13.64 13.46 10.39
C 14.36 9.55 8.01
C 17.71 15.05 10.20
C 14.70 11.37 14.44
C 18.72 15.63 9.54
C 15.77 8.62 9.75
C 8.87 10.68 12.24
C 17.09 6.42 10.81
C 19.07 12.94 10.46
C 9.35 11.66 11.34
C 19.26 11.56 10.79
C 15.63 9.22 15.93
C 14.70 10.06 16.53
C 16.74 7.53 11.59
C 11.69 14.91 11.80
C 9.16 8.25 14.10
C 14.22 11.14 15.76
C 16.12 9.45 14.62
C 17.83 13.73 10.76
C 12.29 13.79 12.39
C 16.70 6.39 9.45
C 8.25 6.05 13.64
C 15.71 10.56 13.86
C 6.62 11.07 11.51
C 13.30 13.13 11.70
C 12.23 15.42 10.59
C 7.04 12.09 10.69
C 7.76 7.09 15.71
C 13.23 14.70 9.92
C 7.51 10.35 12.30
C 14.53 8.42 7.28
H 8.72 13.21 9.97
H 8.60 9.07 16.03
H 6.29 12.78 10.23
H 7.38 7.01 16.72
H 10.44 11.95 11.26
H 16.88 8.79 14.28
H 14.45 9.94 17.55
H 11.77 16.33 10.17
H 14.13 12.70 9.75
H 13.48 11.74 16.22
H 7.26 9.48 12.88
H 13.70 15.07 9.03
H 6.88 5.27 15.10
H 16.17 8.53 16.63
H 10.95 15.54 12.32
H 16.79 15.55 10.47
H 20.29 11.19 10.77
H 5.54 10.89 11.59
H 18.75 16.65 9.13
H 17.09 5.67 8.76
H 17.67 5.64 11.27
H 9.21 7.25 12.17
H 11.95 13.43 13.35
H 14.07 8.38 6.32
H 8.28 5.13 12.99
H 16.87 7.60 12.66
H 21.13 13.12 9.69
*
```

As for the lowest unoccupied orbital energy: 1.776 eV. Its highest occupied orbital energy is -4.8 eV.


5.
Entry from OMol25: a molecular structure, C40H27F9N4PS3Zr (the ωB97M-V functional and the def2-TZVPD basis).

ORCA input file:
```
! wB97M-V def2-TZVPD RIJCOSX def2/J DEFGRID3
* xyz 1 1
Zr -0.38 0.16 1.26
S 0.07 -2.00 2.29
S 1.42 1.37 2.62
S -2.30 -1.11 0.35
P 1.43 -0.41 -0.86
F 6.71 -4.05 1.00
F 7.62 -3.01 -0.67
F 7.55 -2.08 1.29
F 1.48 4.94 -4.83
F -1.52 -5.88 -3.43
F -2.08 -4.45 -4.96
F 3.34 5.30 -3.78
F 3.32 4.05 -5.55
F -3.19 -4.54 -3.10
N 0.92 1.12 5.22
N -1.42 1.54 2.70
N -0.96 1.46 3.98
N -1.75 1.74 0.11
C -2.80 -5.10 0.60
C -1.97 1.71 -1.20
C 6.86 -2.84 0.43
C -0.88 -4.54 1.94
C -1.05 -3.20 1.64
C 4.83 -1.54 1.08
C 0.53 -2.97 -1.33
C -4.08 3.86 5.34
C -3.77 2.98 0.40
C 0.55 -1.67 -1.83
C -1.95 -4.63 -3.63
C 4.97 -2.41 -1.17
C -3.07 2.31 -1.79
C -2.94 3.36 3.28
C -3.99 2.94 -0.97
C 3.03 -1.17 -0.48
C 2.64 4.37 -4.45
C 3.58 -1.01 0.79
C -3.52 5.64 3.81
C 5.52 -2.23 0.09
C -1.01 -2.31 -3.55
C -2.10 -2.80 0.80
C -4.09 5.21 5.00
C 1.87 3.36 -2.30
C 2.31 0.79 -3.25
C 0.33 1.31 4.03
C 1.79 0.98 -1.97
C -2.31 2.39 2.36
C -2.63 2.39 0.91
C 1.57 2.27 -1.50
C -3.50 2.94 4.49
C 2.60 1.88 -4.06
C -1.74 -5.49 1.42
C 2.37 3.16 -3.58
C -0.22 -1.34 -2.95
C -1.04 -3.60 -3.02
C -0.26 -3.93 -1.92
C 3.73 -1.88 -1.45
C -2.98 -3.76 0.30
C -2.96 4.71 2.94
H -3.52 6.69 3.54
H -1.60 -6.54 1.66
H 1.19 2.43 -0.50
H 3.03 -0.49 1.56
H -4.88 3.39 -1.39
H -3.20 2.26 -2.86
H 1.70 4.37 -1.94
H 3.29 -2.04 -2.43
H -4.53 5.93 5.67
H -3.79 -3.45 -0.35
H 3.01 1.73 -5.05
H 2.49 -0.21 -3.63
H -0.06 -4.84 2.59
H -3.47 -5.84 0.20
H -1.60 -2.07 -4.42
H 1.13 -3.22 -0.46
H 5.52 -2.96 -1.92
H -4.52 3.54 6.27
H 5.27 -1.42 2.06
H -1.25 1.17 -1.80
H -4.47 3.46 1.07
H 1.92 1.09 5.29
H -0.29 -4.94 -1.52
H -3.47 1.89 4.75
H -0.20 -0.34 -3.36
H 0.35 1.11 6.05
H -2.52 5.04 2.01
*
```

As for the lowest unoccupied orbital energy: -4.096 eV. Its highest occupied orbital energy is -10.6 eV.


E per entry: -205292.8521 -160369.7586 -189140.5380 -210054.7859 -115412.0111 eV
Energy relative to the best compared isomer or geometry (same formula, charge and spin) per entry: 0.0 48.7 34.7 24.9 5.5 kcal/mol